(1)
The following is a DFT calculation (the ωB97M-V functional and the def2-TZVPD basis) of a molecular structure, C30H43FFeN5O8P at a distorted geometry.

## Properties
- energy above the lowest of the compared OMol25 structures with the same formula, charge and spin (kcal per mole) = 69.2
- spin multiplicity = 5
- net charge = 0
- orbital gap (eV) = 3.6247

Each line ends with the Mulliken charge.
Cartesian coordinates (Å):
C: 2.07 -0.47 4.66  -0.31
H: 3.89 -0.07 7.39  0.34
C: 4.37 -2.77 5.61  -0.67
H: 0.50 3.67 -4.84  0.38
F: 2.81 -2.27 3.29  -0.36
C: 5.19 -0.45 5.70  -0.74
C: 0.07 3.31 4.86  -0.83
C: -3.45 -2.48 -3.33  -0.36
O: -2.55 3.60 0.64  -0.73
H: 1.25 -1.29 1.48  0.44
C: -2.01 -1.38 -5.53  -0.67
O: 0.77 -3.89 -3.84  -0.72
C: 1.32 0.71 4.76  -0.52
H: -2.68 -2.03 -6.10  0.48
H: -1.59 2.20 -4.62  -0.01
H: 5.45 -1.90 7.13  0.38
N: 0.88 1.13 -2.62  -0.29
P: -2.86 -0.82 -3.96  1.08
H: -0.99 -0.60 -7.27  0.41
O: 1.16 -5.64 -1.49  -0.66
H: 6.35 -2.17 5.74  0.36
C: 0.60 0.50 2.46  0.39
C: -2.12 2.45 0.58  -0.08
C: -1.29 2.97 -3.91  -0.40
H: -1.14 -1.97 -5.22  0.33
H: 0.09 2.81 5.83  0.34
H: 0.57 1.14 -4.65  0.06
H: -2.73 2.34 -2.58  0.20
H: -5.55 1.58 -5.17  0.42
H: 1.51 4.84 5.40  0.41
H: -4.06 -2.25 -2.45  0.47
C: 2.04 -1.15 3.45  0.47
H: -4.56 -4.27 -3.74  0.44
H: 4.39 -2.78 4.52  0.48
C: 3.01 -2.26 6.12  -0.92
O: -0.53 -1.39 -2.80  -0.12
H: -4.40 1.72 -3.84  0.20
H: 2.04 2.01 -4.17  0.38
O: -2.51 1.54 -0.21  -0.73
Fe: -1.26 0.29 -1.49  1.38
H: 2.97 -2.39 7.22  0.37
C: -1.01 2.69 2.78  -0.12
C: -1.03 2.06 1.58  -0.11
N: 2.78 -0.88 5.83  0.18
N: -0.14 2.36 3.79  0.12
H: 1.30 4.61 3.66  0.32
H: 2.22 -2.86 5.68  0.47
C: -1.56 -0.23 -6.42  -1.15
N: -1.74 2.54 -2.59  -0.27
C: 0.44 -3.65 -2.68  -0.12
H: -2.57 -3.01 -2.98  -0.02
C: 0.99 1.81 -3.89  -0.47
C: 1.30 -0.71 2.38  -0.73
H: -1.69 3.50 2.97  0.47
H: 6.00 0.19 6.06  0.43
H: -5.10 -2.90 -4.69  0.29
H: -1.76 3.92 -4.21  0.40
C: -0.06 1.04 1.28  1.23
H: 2.22 3.43 4.60  0.26
H: -3.59 -3.72 -5.10  0.32
C: 0.23 3.14 -3.93  -0.79
N: 5.44 -1.86 6.10  -0.07
C: -4.50 -0.26 -4.68  -0.99
H: 5.14 -0.40 4.61  0.35
O: 0.30 -4.14 0.90  -0.74
H: 4.56 -3.78 5.97  0.34
H: -0.78 4.00 4.87  0.45
H: -1.58 3.27 -1.91  0.11
H: -2.42 0.32 -6.81  0.32
C: 1.36 4.10 4.62  -0.99
C: 3.83 -0.02 6.29  -0.74
C: -0.49 -2.57 -0.77  1.79
O: 0.25 0.67 0.13  -0.53
C: -4.57 1.26 -4.81  -1.08
H: -3.82 1.63 -5.50  0.21
H: -4.69 -0.72 -5.66  0.45
C: -4.22 -3.39 -4.28  -1.47
C: -0.22 -2.45 -2.18  -0.44
H: 1.31 1.20 5.72  0.53
H: 0.52 3.75 -3.08  0.38
C: 0.65 -4.53 -1.49  0.39
C: 0.14 -3.80 -0.27  0.02
H: -5.28 -0.59 -3.99  0.51
H: 1.29 0.20 -2.68  0.14
C: 0.60 1.21 3.69  -0.25
H: -0.94 0.46 -5.86  0.02
O: -1.12 -1.67 -0.15  -1.09
H: 1.36 1.64 -1.88  0.16
H: 3.62 1.01 6.01  0.39

=====

(2)
The following is a DFT calculation (the ωB97M-V functional and the def2-TZVPD basis) of a molecular structure, C30H43KN6O4PSbSe4 at a distorted geometry.

## Properties
- net charge = -2
- orbital gap (eV) = 3.5739

Each line ends with the Mulliken charge.
Cartesian coordinates (Å):
Se: -1.65 -4.26 3.62  -0.73
K: 0.46 0.18 0.67  0.99
C: -2.52 4.48 -1.37  -0.33
H: 6.70 1.47 -2.72  0.31
C: 5.53 2.49 1.66  -1.06
H: 2.65 -1.87 4.67  0.48
H: 4.60 4.09 -2.44  0.24
C: -3.07 -2.32 -2.40  0.04
C: -1.04 -3.90 -2.11  0.35
H: -5.76 -0.81 0.19  0.41
O: -2.56 3.26 2.67  -0.61
H: 5.38 3.47 1.20  0.35
C: 4.71 -0.22 -2.40  -1.00
C: -1.55 -4.37 -0.73  -1.37
H: 1.70 2.18 5.64  0.48
C: -4.84 -3.02 -3.82  -0.14
H: 0.37 -2.13 3.61  0.25
H: 3.09 0.22 5.98  0.40
H: -2.61 5.11 0.75  0.38
C: -2.41 3.41 -2.28  -0.65
H: -5.84 -2.85 -4.24  0.29
H: -2.47 -4.99 -0.90  0.33
H: 5.35 -1.05 -2.07  0.31
N: 3.64 3.19 -0.80  0.18
Se: -5.35 -2.38 3.80  -0.63
H: 3.23 2.91 -2.89  0.28
H: -7.78 -2.55 -2.09  0.29
H: 3.09 4.82 0.52  0.40
H: 5.46 -0.05 2.02  0.38
H: 0.77 -2.91 -2.85  0.31
H: -0.88 -4.96 -0.12  0.45
H: 5.02 -0.01 -3.42  0.27
C: 1.94 -1.05 4.67  -0.81
H: 6.58 2.23 1.53  0.27
H: -1.83 1.27 -2.32  0.27
H: 3.68 -0.46 -2.38  0.30
H: -6.63 -3.94 -1.79  0.32
H: -2.91 5.48 -1.69  0.33
C: -0.18 2.37 3.61  -0.20
C: -1.95 2.22 -1.74  -0.34
H: 6.34 2.45 -1.21  0.36
N: -0.13 -0.09 4.01  0.03
C: -3.94 -3.76 -4.56  -0.98
C: 0.11 -2.89 -1.97  -0.98
C: -2.69 -4.15 -4.01  -0.34
C: -1.71 2.87 1.91  -0.17
C: 1.40 1.26 5.15  -1.00
C: 2.74 3.85 0.21  -1.21
C: 0.32 1.19 4.28  0.90
Se: -1.92 -0.23 3.48  -0.02
N: -0.60 2.14 2.33  0.34
C: 0.70 -1.18 4.05  0.01
C: -4.51 -2.48 -2.58  -0.27
H: -2.52 3.45 -3.37  0.37
H: -2.01 -4.88 -4.44  0.31
H: 0.70 -3.21 -1.07  0.27
C: -6.88 -2.87 -1.53  -1.39
C: -2.39 4.29 0.01  -0.40
C: 3.59 3.72 -2.17  -0.99
P: 3.91 1.57 -0.47  0.26
C: 2.22 0.16 5.33  -0.13
N: 4.63 1.53 1.06  0.55
H: -5.95 -0.94 -2.25  0.24
O: 2.74 0.66 -0.45  -0.80
H: 2.78 3.22 1.09  0.36
C: 4.46 0.30 1.77  -1.20
N: 5.02 0.95 -1.54  0.43
H: 3.88 0.39 2.70  0.23
Sb: -2.98 -2.36 4.45  0.74
H: 3.98 -0.45 1.16  0.33
C: -2.27 -3.49 -2.89  0.34
H: -0.26 -1.90 -1.69  0.00
H: 7.05 0.89 -1.08  0.27
H: 5.38 2.51 2.74  0.34
C: -5.05 -1.48 -0.33  -1.30
H: -4.86 -2.41 0.28  0.32
H: 2.85 4.52 -2.15  0.46
O: -2.43 -1.37 -1.82  -0.58
H: 1.66 3.82 -0.09  0.42
N: -1.62 2.11 -0.45  0.32
C: -1.92 3.04 0.44  0.26
H: -4.16 -0.81 -0.37  0.05
H: -4.10 -4.03 -5.59  0.29
C: -5.60 -1.87 -1.71  0.90
H: -7.20 -2.88 -0.48  0.43
Se: -2.68 -2.60 6.88  -0.73
H: -0.75 -4.76 -2.74  0.26
C: 6.33 1.47 -1.67  -1.13
H: -1.81 -3.50 -0.07  0.19
O: -0.02 3.50 4.11  -0.75

=====

(3)
The following is a DFT calculation (the ωB97M-V functional and the def2-TZVPD basis) of 2 unconnected molecules or ions with the total composition C30H43N4O2 at a distorted geometry.

## Properties
- energy above the lowest of the compared OMol25 structures with the same formula, charge and spin (kcal per mole) = 127.3
- net charge = +1
- orbital gap (eV) = 6.4752

Each line ends with the Mulliken charge.
Cartesian coordinates (Å):
H: 1.50 3.45 2.32  0.42
H: -1.22 1.79 7.72  0.33
H: -1.30 2.98 1.57  0.19
H: 1.72 0.52 -3.39  0.20
C: -0.11 -3.50 -7.05  -0.46
H: 0.03 -3.92 -8.05  0.37
H: 1.57 -1.91 -2.62  0.32
H: -0.61 3.35 8.34  0.34
C: 0.35 1.61 2.56  -0.16
H: 1.30 -1.89 1.86  0.39
C: 0.64 -2.33 -2.18  0.22
C: -0.55 -1.94 -3.06  -0.32
C: 1.43 -2.84 1.33  -1.76
C: 0.12 -0.03 0.69  0.94
C: 1.15 1.39 -3.72  -0.90
H: -1.00 -3.96 1.46  0.48
H: -2.84 4.31 0.63  0.32
C: 1.00 2.78 3.02  -0.20
H: 1.54 2.80 8.44  0.33
C: 0.43 -2.99 0.17  0.17
H: 0.92 -6.14 -1.02  0.37
H: -1.54 3.30 6.81  0.30
N: 0.77 -4.11 -0.68  0.25
N: -0.75 2.37 -0.37  -0.14
H: -2.21 -3.64 -4.36  0.35
H: 1.39 4.10 4.70  0.44
C: 0.98 3.14 4.36  -0.64
C: 0.81 -3.84 -2.01  0.15
C: -1.19 -3.90 -6.26  -0.66
C: 0.80 -2.55 -6.56  -0.86
C: -1.37 -3.34 -4.99  -0.33
H: -0.06 3.63 -2.99  0.40
H: 2.45 -2.89 0.93  0.40
C: -1.87 4.46 0.15  -0.79
H: -1.31 2.62 -3.77  0.49
H: -0.63 -0.84 -3.04  -0.13
H: -1.68 -3.41 -0.10  0.37
O: 1.00 -4.67 -2.90  -0.70
H: -0.59 -0.23 3.27  0.37
H: -1.90 -4.64 -6.63  0.38
H: -1.34 4.98 -1.89  0.33
H: 1.23 1.78 0.62  0.80
C: -0.99 -3.15 0.72  -1.39
C: -1.55 2.83 -1.63  0.06
C: 0.61 -0.57 -0.46  -0.71
H: 1.12 0.06 -1.20  0.39
N: 0.53 -1.88 -0.79  0.46
H: 1.73 -5.58 0.47  0.29
H: 1.35 -1.30 -4.88  0.31
C: 0.42 2.29 5.33  -0.14
C: -0.15 0.74 3.54  -0.66
H: -2.99 4.46 -1.72  0.39
N: 0.44 2.63 6.70  0.12
C: 0.33 1.33 1.07  -0.26
H: 0.21 2.42 -0.78  0.22
H: -1.46 -2.35 -2.59  0.41
H: 1.39 1.13 7.85  0.31
C: -0.81 2.77 7.43  -0.97
O: 0.16 1.57 -2.72  -0.03
H: 0.72 1.18 -4.71  0.33
H: 0.08 3.82 0.82  0.09
C: 0.85 -5.46 -0.17  -0.95
H: -0.54 0.39 5.63  0.41
H: -1.36 -2.25 1.20  0.28
C: 1.53 2.18 7.54  -0.91
C: -0.91 3.39 0.64  0.15
H: 1.65 -2.23 -7.17  0.39
H: 1.83 2.26 -3.80  0.43
C: -0.68 2.72 -2.87  -1.14
C: -0.14 1.07 4.89  -0.50
H: -0.03 -5.70 0.42  0.32
C: -0.43 -2.44 -4.48  0.53
H: -1.50 5.46 0.42  0.35
H: -2.43 2.19 -1.78  0.44
C: -1.98 4.27 -1.36  -0.98
H: 2.48 2.27 7.02  0.30
H: -0.47 -0.66 1.35  -0.12
H: 1.28 -3.67 2.04  0.50
C: 0.64 -2.02 -5.28  -0.04

=====

(4)
The following is a DFT calculation (the ωB97M-V functional and the def2-TZVPD basis) of a molecular structure, C30H44BBr2Cl5N8PrS3.

## Properties
- energy above the lowest of the compared OMol25 structures with the same formula, charge and spin (kcal per mole) = 0.1
- spin multiplicity = 3
- net charge = +1
- orbital gap (alpha / beta) (eV) = 8.0405 / 8.1003

Each line ends with the Mulliken charge.
Cartesian coordinates (Å):
N: 0.54 -4.10 0.39  0.44
B: 1.35 -0.54 0.21  1.21
H: -2.20 -4.32 -0.08  0.18
H: -4.76 0.44 -1.03  0.20
Cl: -2.38 0.69 2.40  -0.08
C: -3.70 3.61 0.09  0.96
C: -3.05 2.45 0.48  -0.87
C: -0.37 -5.27 0.62  1.28
H: -0.72 3.34 3.18  0.38
Cl: -5.01 5.97 0.42  -0.18
C: -1.56 -5.17 -0.33  -1.41
H: 2.90 2.32 5.33  0.37
H: -5.50 -1.84 -0.86  0.46
H: 2.33 0.21 4.75  0.56
N: 1.60 0.06 1.59  0.59
H: 3.31 -2.59 -0.42  0.68
C: 3.59 0.48 -0.64  -1.13
H: -3.96 -2.87 -2.46  0.45
C: 2.32 3.09 4.80  -1.65
H: -4.22 -1.20 -2.91  0.26
H: -4.55 0.01 0.51  0.26
C: 2.09 0.93 -5.10  -2.04
C: 1.13 1.28 1.94  0.15
C: 2.34 -2.94 -0.11  -0.95
H: 3.56 3.16 -5.11  0.46
H: -1.23 -5.07 -1.36  0.36
C: 0.40 -6.55 0.30  -2.21
C: 1.02 2.54 4.24  1.29
H: -0.93 2.70 -4.76  0.53
S: 0.38 2.35 0.82  -0.41
H: -2.24 3.72 -4.03  0.59
N: 2.32 0.00 -0.85  0.71
C: -0.80 -5.30 2.08  -1.55
H: 4.98 1.39 -2.07  0.58
C: 2.03 0.31 3.73  -0.78
H: -2.15 -6.08 -0.25  0.54
Cl: -4.81 5.41 3.48  -0.18
H: -1.45 -6.16 2.24  0.48
C: 0.16 1.90 5.33  -1.38
N: -2.34 -1.53 -2.06  -0.02
Pr: -1.65 0.60 -0.55  -0.86
C: -4.17 4.29 2.35  0.59
Cl: -3.91 3.93 -1.63  -0.20
C: 4.50 0.57 -4.70  -1.62
C: 1.97 0.18 -2.14  0.19
C: 1.86 -4.19 -0.02  -0.72
S: 0.43 -0.27 -2.77  -0.38
C: 0.23 -2.79 0.54  0.15
H: 2.58 -1.53 2.66  0.64
H: -0.15 2.68 6.03  0.45
N: 1.38 1.44 3.27  0.66
Br: -0.47 3.19 -2.37  0.15
H: -1.92 -1.50 -2.99  0.30
H: 4.67 0.88 -5.73  0.46
H: 0.08 -5.42 2.73  0.40
C: -4.24 4.53 0.98  -0.32
H: 0.72 -6.59 -0.74  0.47
H: 4.06 0.47 0.32  0.65
C: -3.58 3.10 2.80  -0.46
H: 2.55 3.23 -3.66  0.23
H: 0.02 4.39 4.40  0.59
Cl: -3.51 2.74 4.48  -0.14
C: -4.44 -1.58 -0.81  -0.49
C: 3.25 1.25 -4.17  1.22
H: 1.26 -6.68 0.95  0.49
C: 2.16 -0.54 2.70  -1.00
H: 1.17 1.43 -4.79  0.27
C: 3.43 2.76 -4.10  -1.41
S: -1.27 -2.09 1.05  -0.18
H: -1.85 -2.26 -1.55  -0.17
H: 0.79 4.19 2.82  0.44
H: 2.94 3.50 4.01  0.37
C: -1.58 2.87 -3.90  -0.80
H: 2.10 3.88 5.51  0.45
C: 4.04 0.94 -1.82  -0.62
H: 4.30 3.05 -3.51  0.37
Br: -2.70 1.30 -3.72  -0.06
C: -3.77 -1.84 -2.15  -0.76
H: -3.98 -2.21 -0.05  0.19
N: 3.03 0.76 -2.76  0.55
N: 1.33 -2.07 0.24  0.83
H: 2.34 -5.13 -0.21  0.56
H: -0.27 -7.39 0.48  0.45
H: 0.27 -0.23 -0.12  -1.25
H: 1.88 -0.14 -5.16  0.43
H: 2.37 1.28 -6.09  0.61
H: 0.69 1.14 5.89  0.38
H: 5.39 0.82 -4.13  0.39
C: 0.23 3.68 3.60  -2.12
H: 4.39 -0.52 -4.69  0.38
C: -3.07 2.23 1.84  0.88
H: -0.74 1.46 4.90  0.19
N: -4.22 -0.18 -0.43  -0.20
H: -1.33 -4.40 2.37  0.30